The following is a quantum chemistry calculation of a gas-phase ion, C20H28NO (charge +1) at a distorted geometry, from the OMol25 dataset.

Last columns: bonded neighbours and bond lengths (Å).
CARTESIAN COORDINATES (ANGSTROEM)
1 C 2.678 -0.218 3.190  C2 1.528, H23 1.098, H24 1.101, H25 1.098
2 C 1.744 -0.424 1.999  C1 1.528, C3 1.523, H26 1.101, H27 1.106
3 C 0.589 0.569 2.001  C2 1.523, N4 1.546, H28 1.102, H29 1.097
4 N -0.633 0.224 1.119  C3 1.546, C5 1.547, C8 1.450, H30 1.033
5 C -1.811 0.847 1.905  N4 1.547, C6 1.510, H31 1.108, H32 1.099
6 C -2.932 1.505 1.137  C5 1.510, C7 1.521, H33 1.099, H34 1.100
7 C -3.683 2.446 2.065  C6 1.521, H35 1.091, H36 1.095, H37 1.097
8 C -0.528 0.558 -0.288  N4 1.450, C9 1.547, C15 1.526, H38 1.094
9 C -1.699 -0.043 -1.102  C8 1.547, C10 1.411, C14 1.405
10 C -2.638 0.761 -1.783  C9 1.411, C11 1.397, H39 1.103
11 C -3.784 0.192 -2.343  C10 1.397, C12 1.393, H40 1.100
12 C -3.946 -1.192 -2.322  C11 1.393, C13 1.399, H41 1.091
13 C -2.957 -2.010 -1.766  C12 1.399, C14 1.397, H42 1.091
14 C -1.845 -1.440 -1.142  C9 1.405, C13 1.397, H43 1.098
15 C 0.815 0.172 -0.902  C8 1.526, C16 1.400, C22 1.395
16 C 1.594 1.157 -1.520  C15 1.400, C17 1.382, H44 1.091
17 C 2.859 0.867 -1.998  C16 1.382, C18 1.416, H45 1.089
18 C 3.343 -0.463 -1.964  C17 1.416, O19 1.358, C21 1.408
19 O 4.651 -0.660 -2.271  C18 1.358, C20 1.442
20 C 5.209 -1.973 -2.057  O19 1.442, H46 1.091, H47 1.103, H48 1.103
21 C 2.497 -1.481 -1.483  C18 1.408, C22 1.386, H49 1.089
22 C 1.291 -1.140 -0.892  C15 1.395, C21 1.386, H50 1.098
23 H 3.696 -0.519 2.908  C1 1.098
24 H 2.691 0.834 3.516  C1 1.101
25 H 2.376 -0.837 4.045  C1 1.098
26 H 2.329 -0.268 1.079  C2 1.101
27 H 1.352 -1.458 1.979  C2 1.106
28 H 0.224 0.666 3.035  C3 1.102
29 H 0.904 1.560 1.651  C3 1.097
30 H -0.743 -0.803 1.147  N4 1.033
31 H -2.214 0.046 2.554  C5 1.108
32 H -1.340 1.605 2.548  C5 1.099
33 H -2.577 2.092 0.279  C6 1.099
34 H -3.586 0.707 0.756  C6 1.100
35 H -4.422 3.025 1.509  C7 1.091
36 H -4.206 1.929 2.877  C7 1.095
37 H -2.972 3.145 2.524  C7 1.097
38 H -0.591 1.649 -0.348  C8 1.094
39 H -2.509 1.855 -1.818  C10 1.103
40 H -4.546 0.847 -2.789  C11 1.100
41 H -4.874 -1.630 -2.694  C12 1.091
42 H -3.045 -3.097 -1.781  C13 1.091
43 H -1.108 -2.097 -0.661  C14 1.098
44 H 1.185 2.166 -1.595  C16 1.091
45 H 3.496 1.654 -2.398  C17 1.089
46 H 6.267 -1.839 -2.286  C20 1.091
47 H 5.086 -2.309 -1.014  C20 1.103
48 H 4.761 -2.713 -2.741  C20 1.103
49 H 2.800 -2.527 -1.502  C21 1.089
50 H 0.754 -1.938 -0.361  C22 1.098

Computed properties:
* HOMO level: -11.34 eV
* frontier orbital gap: 8.97 eV
* total charge: +1
* ΔE to the lowest compared entry with this formula, charge and spin: 31.7 kcal per mole
* lowest unoccupied orbital energy: -2.4 eV